ORCA calculation (the ωB97M-V functional and the def2-TZVPD basis) on a 7-piece molecular cluster, C29H35BN6O5 overall in a non-equilibrium geometry.

Output
Gap between HOMO and LUMO, eV: 6.38
F_max, hartree/bohr: 0.111
2S+1: 1

Last column: Mulliken charge in e.
Geometry (Å):
O (-2.266, 3.544, -2.194)  -0.533
O (-5.083, 2.684, 2.664)  -0.246
O (-1.046, 2.973, -0.022)  -0.407
O (-3.431, 2.083, 4.357)  -0.573
O (-5.071, 4.055, 0.651)  -0.518
N (3.690, 1.340, -4.640)  0.090
N (-2.883, -3.512, 0.483)  0.095
N (0.842, -0.387, -0.404)  0.109
N (-3.192, 0.572, 7.095)  0.111
N (1.797, 3.251, 0.746)  0.119
N (3.675, -4.123, -4.241)  -0.003
C (0.385, -2.451, -1.077)  -0.193
C (1.461, 3.983, 1.853)  -0.272
C (-3.591, -4.066, -0.549)  -0.319
C (4.065, 2.394, -6.556)  -0.540
C (-3.671, 1.919, 0.899)  0.390
C (-4.704, 3.059, 1.311)  0.295
C (3.619, 2.556, -5.267)  -0.490
C (5.179, -3.120, -5.528)  -0.204
C (3.619, 3.371, 2.010)  -0.390
C (-2.020, 0.265, 7.732)  -0.394
C (-3.918, 2.056, 3.204)  0.428
C (4.414, 1.029, -6.714)  -0.371
C (4.169, 0.403, -5.517)  -0.359
C (5.806, -4.197, -4.854)  -0.626
C (1.823, -0.738, -1.291)  -0.742
C (-0.033, -1.426, -0.263)  -0.076
C (-4.208, 0.619, 8.011)  -0.375
C (1.564, -2.014, -1.728)  -0.310
C (-2.289, 0.123, 9.072)  -0.476
C (3.863, -3.101, -5.133)  -0.587
C (-4.769, -4.556, -0.039)  -0.570
C (-3.599, -3.634, 1.644)  -0.490
C (-3.164, 1.514, -0.590)  -0.240
C (3.111, 2.869, 0.837)  -0.512
C (-3.677, 0.347, 9.249)  -0.496
C (-3.155, 1.262, 2.048)  -0.252
C (4.853, -4.799, -4.069)  -0.441
C (2.573, 4.077, 2.654)  -0.655
C (-4.774, -4.282, 1.351)  -0.478
B (-2.127, 2.738, -1.009)  0.384
H (-3.197, -4.066, -1.554)  0.367
H (-1.097, 0.175, 7.179)  0.354
H (5.639, -2.436, -6.227)  0.424
H (4.132, 3.172, -7.303)  0.392
H (2.627, 4.596, 3.599)  0.404
H (-1.568, -0.117, 9.839)  0.373
H (3.259, 3.428, -4.744)  0.358
H (3.047, -2.449, -5.408)  0.520
H (-3.292, 0.737, 6.105)  0.213
H (-5.551, -4.531, 2.058)  0.396
H (1.175, 3.026, -0.016)  0.210
H (-4.226, 0.313, 10.178)  0.378
H (4.912, -5.647, -3.404)  0.379
H (-1.371, 3.723, 0.540)  0.236
H (-0.102, -3.409, -1.189)  0.448
H (-3.211, -3.252, 2.577)  0.392
H (-5.219, 0.843, 7.705)  0.351
H (-2.812, 4.323, -1.899)  0.323
H (4.631, 3.244, 2.365)  0.408
H (3.431, 1.163, -3.684)  0.178
H (0.462, 4.375, 1.975)  0.337
H (2.619, -0.051, -1.536)  0.361
H (-2.405, 0.416, 2.156)  0.295
H (-2.538, 0.541, -0.532)  0.076
H (3.569, 2.276, 0.059)  0.341
H (-1.975, -3.080, 0.401)  0.245
H (-4.031, 1.397, -1.322)  0.309
H (6.840, -4.499, -4.934)  0.391
H (4.296, -0.626, -5.212)  0.276
H (0.777, 0.499, 0.073)  0.179
H (-5.542, -5.056, -0.605)  0.386
H (2.158, -2.571, -2.438)  0.334
H (2.805, -4.343, -3.783)  0.245
H (-0.880, -1.347, 0.403)  -0.155
H (4.800, 0.558, -7.606)  0.395

***

ORCA calculation (the ωB97M-V functional and the def2-TZVPD basis) on C24H25NO12Sr as an isolated structure in a non-equilibrium geometry.

Output
Gap between HOMO and LUMO (alpha / beta), eV: 4.31 / 3.50
Net charge: -1
F_max, hartree/bohr: 0.142
2S+1: 2
<S²>: 0.78

Last column: Mulliken charge in e.
Geometry (Å):
Sr (0.323, -0.064, 0.226)  1.507
O (1.539, 7.254, -0.441)  -0.587
O (-1.411, 1.165, 1.847)  0.174
O (5.338, 2.113, -4.543)  -0.760
O (-0.353, -1.983, -1.028)  0.167
O (3.605, 6.547, 1.482)  -0.661
O (-0.519, -1.431, 2.171)  -0.039
O (3.228, 2.173, -6.119)  -0.679
O (0.286, 2.791, -0.579)  -0.427
O (0.338, 0.578, -2.736)  -0.643
O (2.214, 2.183, 1.495)  -0.706
O (-2.029, -6.649, 2.395)  -0.555
O (2.849, 0.009, -1.174)  -0.707
N (-2.274, 0.076, -0.593)  -0.018
C (0.994, 4.944, -0.753)  -0.533
C (-2.067, -3.088, 2.910)  -0.233
C (2.840, 5.674, 1.006)  0.340
C (-3.187, 0.845, 0.154)  -1.117
C (-0.852, -2.743, 2.240)  -0.138
C (-1.752, -2.311, -1.249)  -1.150
C (-0.439, -5.075, 1.864)  -0.586
C (-2.724, -1.316, -0.535)  -0.366
C (-2.802, 0.836, 1.644)  -0.515
C (1.673, 1.288, -4.501)  -0.968
C (1.783, 6.068, -0.139)  0.452
C (-2.456, -4.439, 3.049)  -0.816
C (-0.969, 1.776, 3.077)  -1.051
C (4.102, 0.981, -2.845)  -0.761
C (2.065, 3.334, 0.950)  0.560
C (1.578, 0.798, -3.221)  0.297
C (4.218, 1.636, -4.056)  0.473
C (-0.062, -3.763, 1.731)  -0.536
C (-1.667, -5.358, 2.446)  0.975
C (2.831, 0.548, -2.380)  0.537
C (2.906, 4.283, 1.442)  -0.504
C (1.118, 3.733, -0.195)  0.201
C (0.482, -2.969, -1.695)  -1.122
C (2.920, 1.755, -4.989)  0.610
H (0.538, -4.028, -1.441)  0.343
H (0.104, 1.750, 3.262)  0.313
H (-3.391, -4.657, 3.544)  0.425
H (-1.968, -3.325, -0.912)  0.447
H (0.236, -2.942, -2.756)  0.286
H (-2.585, -1.586, 0.512)  -0.051
H (-1.406, 1.149, 3.855)  0.393
H (-2.015, -2.286, -2.307)  0.579
H (0.085, -1.463, 2.917)  0.257
H (-3.785, -1.529, -0.669)  0.490
H (-3.163, -0.100, 2.071)  0.250
H (0.803, 1.402, -5.131)  0.385
H (-3.422, 1.612, 2.093)  0.450
H (1.528, -2.731, -1.499)  0.360
H (-2.301, 0.484, -1.517)  0.164
H (-2.989, 1.909, 0.023)  0.507
H (4.961, 0.708, -2.250)  0.388
H (-1.426, 2.765, 3.107)  0.287
H (-1.548, -7.218, 1.789)  0.301
H (0.089, -5.853, 1.333)  0.235
H (-4.217, 0.492, 0.212)  0.281
H (0.950, -3.595, 1.395)  0.431
H (-2.681, -2.331, 3.377)  0.433
H (3.689, 4.028, 2.141)  0.429
H (0.248, 5.146, -1.507)  0.500

***

ORCA calculation (the ωB97M-V functional and the def2-TZVPD basis) on a 2-piece molecular cluster, C10H16 overall in a non-equilibrium geometry.

Output
Gap between HOMO and LUMO, eV: 9.95
Energy relative to the best compared isomer or geometry (same formula, charge and spin), kJ/mol: 114.64
F_max, hartree/bohr: 0.052
2S+1: 1

Last column: Mulliken charge in e.
Geometry (Å):
C (1.981, -0.488, -0.271)  0.814
C (-1.730, 0.719, 1.092)  0.410
C (0.173, -1.043, -1.705)  -0.375
C (1.820, 0.455, -2.512)  -0.402
C (-1.992, -0.651, 1.773)  -1.166
C (2.826, -0.548, 1.002)  -1.580
C (-3.026, 1.489, 0.824)  -1.113
C (2.494, 0.311, -1.309)  -0.511
C (0.602, -0.193, -2.732)  -0.431
C (0.750, -1.116, -0.464)  -0.631
H (3.243, 1.007, -0.948)  0.311
H (-2.900, 2.443, 1.350)  0.240
H (-1.153, -1.305, 1.536)  0.172
H (3.781, -0.840, 0.571)  0.398
H (-1.003, 1.193, 1.777)  0.272
H (0.078, 0.033, -3.648)  0.413
H (-1.097, 0.545, 0.226)  -0.162
H (3.046, 0.434, 1.445)  0.335
H (0.431, -1.835, 0.279)  0.598
H (-3.184, 1.817, -0.204)  0.343
H (-0.771, -1.536, -1.922)  0.318
H (2.440, -1.147, 1.819)  0.367
H (-3.842, 0.910, 1.251)  0.335
H (-2.249, -0.715, 2.822)  0.374
H (2.076, 1.209, -3.250)  0.329
H (-2.795, -1.146, 1.199)  0.342